Record 1
93
Properties=species:S:1:pos:R:3:forces:R:3:lowdin_charge:R:1 method="wB97M-V/def2-TZVPD" e_homo_ev="-9.35 / -9.35" total_charge=+1 relative_energy_kj_mol=84.6
Sn 0.082 -1.012 -1.629 1.3 2.0 -0.3 1.413
C 1.476 6.010 0.032 -1.9 1.8 1.8 -0.057
C 1.184 4.567 0.194 -0.9 0.1 0.6 -0.267
C 0.457 4.095 1.272 1.0 0.1 -0.2 -0.005
C 0.240 2.709 1.441 -0.4 -1.4 -1.2 -0.148
C -0.046 2.202 2.744 -1.3 -0.8 0.9 0.040
N -1.112 1.479 3.186 2.5 1.3 -0.3 0.061
C -2.414 1.392 2.587 -0.9 -0.5 -0.7 -0.157
C -3.239 0.271 3.283 1.1 -0.2 -0.3 -0.143
C -4.029 -0.616 2.319 -1.1 0.8 0.2 -0.172
N -3.266 -1.609 1.592 -1.0 -1.1 1.3 0.075
C -3.123 -2.892 1.977 1.7 1.3 -0.9 0.042
C -1.920 -3.594 1.711 -0.4 0.3 -1.0 -0.102
C -1.825 -4.913 2.220 -0.3 -0.2 -0.5 0.005
C -0.778 -5.759 1.997 0.1 -0.3 0.3 -0.271
C -0.812 -7.201 2.445 0.9 -0.1 0.4 -0.041
C 0.345 -5.207 1.372 0.6 1.5 -1.7 0.064
C 0.304 -3.927 0.709 -1.2 -0.8 1.9 -0.105
C 1.491 -3.544 0.031 1.6 0.7 -2.6 -0.101
N 1.687 -2.629 -0.880 -0.8 -1.0 1.4 -0.073
C 2.979 -2.709 -1.601 -0.3 -1.3 0.4 -0.227
C 2.983 -1.942 -2.893 0.8 1.4 -0.1 -0.203
C 3.023 -0.392 -2.749 0.1 0.6 -0.3 -0.264
N 1.990 0.247 -1.931 -0.7 -1.2 0.4 -0.193
C 2.494 1.352 -1.266 -0.9 0.2 -0.6 -0.295
C 1.478 2.298 -0.663 0.4 -0.4 1.4 -0.075
C 1.690 3.650 -0.743 -0.5 -1.5 1.4 0.026
C 0.541 1.773 0.325 -1.5 1.3 -0.4 -0.274
O -0.109 0.693 0.131 0.5 -0.9 0.5 -0.168
C -0.877 -3.067 0.802 -0.1 -0.6 0.2 -0.245
O -1.038 -1.988 0.129 0.1 -1.2 1.5 -0.244
H 2.055 6.274 -0.823 0.4 0.1 -0.6 0.067
H 0.490 6.568 0.013 0.9 -0.4 -0.5 0.100
H 1.908 6.481 0.952 0.2 -0.7 -0.8 0.096
H -0.060 4.737 2.000 0.8 0.1 -0.3 0.130
H 0.722 2.404 3.520 -0.8 0.0 -0.2 0.156
H -1.055 1.094 4.120 0.2 0.2 0.0 0.145
H -2.987 2.354 2.656 0.7 -0.6 0.0 0.149
H -2.264 1.180 1.527 -0.1 0.0 -0.1 0.111
H -2.598 -0.415 3.861 0.1 0.4 0.0 0.120
H -3.910 0.753 3.984 -0.3 -0.2 0.1 0.115
H -4.829 -1.042 2.927 0.0 -0.5 -0.4 0.130
H -4.488 0.067 1.611 -0.3 -0.2 -0.3 0.124
H -2.679 -1.250 0.863 1.0 -0.2 -0.2 0.116
H -3.908 -3.433 2.503 0.0 0.6 0.4 0.149
H -2.666 -5.337 2.748 -0.3 0.2 0.2 0.124
H 0.182 -7.440 2.876 -0.6 -0.1 -0.1 0.092
H -1.581 -7.418 3.190 0.1 0.3 0.1 0.080
H -1.002 -7.918 1.642 0.2 0.3 -0.2 0.087
H 1.300 -5.784 1.256 -1.0 0.5 0.2 0.143
H 2.325 -4.254 0.159 -0.1 0.2 0.2 0.133
H 3.776 -2.403 -0.900 -0.1 -0.1 -0.5 0.137
H 3.064 -3.796 -1.891 0.4 0.9 0.5 0.133
H 3.948 -2.228 -3.419 -1.4 0.2 0.2 0.139
H 2.072 -2.184 -3.479 0.7 -0.3 0.0 0.095
H 3.975 -0.001 -2.343 0.1 -0.8 -0.4 0.117
H 2.927 0.020 -3.770 0.3 -0.2 0.1 0.113
H 3.187 2.002 -1.838 -0.1 -0.7 0.1 0.149
H 2.357 3.980 -1.475 1.1 0.6 -1.1 0.112
I 6.622 0.683 6.136 -0.3 -0.3 -0.1 0.861
C 5.730 0.935 4.251 0.4 0.8 -0.3 -0.706
C 6.193 2.085 3.558 -0.7 -1.3 0.3 -0.147
C 5.659 2.340 2.318 -0.9 -1.6 0.0 0.008
C 4.709 1.419 1.788 1.0 0.5 0.2 -0.114
C 4.291 0.263 2.452 0.7 1.7 0.4 -0.014
C 4.786 0.051 3.726 0.7 0.2 0.7 -0.140
C 4.208 1.787 0.449 -1.0 -0.4 -0.5 -0.458
O 4.459 2.851 -0.076 0.0 -0.3 -0.1 0.100
O 3.379 0.853 -0.058 0.0 1.0 -0.3 0.015
H 6.956 2.676 4.026 0.1 0.4 -0.1 0.076
H 5.942 3.151 1.681 0.1 0.4 -0.1 0.115
H 3.555 -0.359 2.019 -0.5 -0.6 -0.4 0.101
H 4.473 -0.787 4.333 0.0 -0.1 -0.1 0.092
C -4.922 1.380 -2.563 -0.8 -0.1 0.8 -0.089
N -3.564 1.710 -2.898 0.3 -0.9 -1.2 -0.154
C -2.965 2.788 -2.184 1.3 0.3 1.6 -0.069
C -2.700 0.923 -3.691 1.6 -0.1 0.0 -0.460
O -1.439 0.908 -3.539 -2.6 0.6 0.3 -0.103
N -3.238 0.140 -4.683 -0.3 -0.2 -0.8 -0.121
C -2.286 -0.663 -5.544 -1.1 1.4 0.5 -0.018
C -4.601 0.323 -5.253 0.6 -0.6 -1.2 -0.065
H -5.134 1.906 -1.595 0.1 -0.9 -0.7 0.088
H -5.022 0.286 -2.470 -0.2 0.4 0.2 0.091
H -5.724 1.734 -3.235 0.5 -0.1 -0.1 0.081
H -3.630 3.282 -1.418 0.5 -0.7 -1.0 0.103
H -2.596 3.519 -2.864 0.1 1.0 -0.5 0.079
H -2.039 2.435 -1.684 -0.5 0.1 0.1 0.084
H -2.077 -0.069 -6.466 0.1 -0.5 0.7 0.103
H -2.861 -1.549 -5.808 0.4 -0.2 -0.1 0.079
H -1.379 -0.845 -4.958 -0.3 -0.1 -0.4 0.066
H -4.893 1.360 -5.282 -0.1 0.4 0.4 0.076
H -5.326 -0.294 -4.729 -0.2 0.1 0.1 0.074
H -4.679 0.031 -6.352 0.7 0.1 1.4 0.109

Record 2
84
Properties=species:S:1:pos:R:3:forces:R:3:lowdin_spin:R:1 method="wB97M-V/def2-TZVPD" e_homo_ev="-8.41 / -10.84" spin_multiplicity=5 total_charge=+1 relative_energy_kj_mol=0.0
C 0.960 1.072 -0.181 0.1 0.8 0.5 -0.002
C -0.186 1.347 -0.972 -0.6 -0.4 0.4 0.008
C -1.185 1.930 -0.152 0.5 0.4 0.3 0.033
H -0.273 1.217 -2.042 -0.1 -0.3 0.2 0.002
C -0.605 2.159 1.142 0.4 -0.4 -0.4 -0.020
C 0.737 1.604 1.134 -0.2 1.1 -1.1 0.024
H 1.484 1.722 1.918 -0.3 -0.3 -0.2 0.004
H 1.885 0.642 -0.568 -0.4 0.1 0.3 0.000
H -2.174 2.246 -0.481 0.3 -0.1 0.1 0.007
H -1.070 2.742 1.931 0.2 -0.2 -0.1 -0.002
Mn -0.717 0.008 0.969 1.0 -0.1 -0.2 2.884
C -1.511 -2.559 -2.422 -2.6 -0.7 1.4 0.473
H -1.745 -1.846 -1.603 0.3 -0.2 -0.5 0.037
H -1.625 -3.590 -2.042 0.5 0.3 -0.1 0.014
H -2.231 -2.480 -3.259 0.5 0.1 0.4 0.011
Si -0.012 -1.384 -3.792 0.9 1.4 -0.2 0.217
C 1.645 -1.559 -4.607 0.7 0.6 -1.0 0.083
C 2.404 -0.360 -4.609 0.3 -0.6 0.3 0.016
H 1.914 0.614 -4.511 0.1 -0.3 0.1 0.001
C 3.795 -0.420 -4.602 0.0 -0.1 -0.3 0.006
H 4.395 0.484 -4.476 -0.2 -0.2 -0.1 0.001
C 4.435 -1.652 -4.754 -0.2 -0.2 0.1 0.003
H 5.521 -1.700 -4.733 -0.2 0.0 -0.1 0.000
C 3.690 -2.827 -4.901 -0.1 0.1 0.0 0.002
H 4.185 -3.784 -5.069 0.0 0.3 0.1 0.000
C 2.297 -2.789 -4.804 -0.1 0.6 0.2 0.016
H 1.699 -3.703 -4.821 0.3 0.2 0.0 0.006
C -1.352 -0.180 -4.391 -0.7 -0.3 -0.7 0.000
C -1.015 0.597 -5.511 0.1 0.1 0.1 0.003
H -0.168 0.318 -6.142 -0.2 0.1 0.2 0.000
C -1.714 1.764 -5.820 0.0 0.1 0.2 0.000
H -1.361 2.375 -6.654 -0.3 -0.2 0.2 0.000
C -2.794 2.163 -5.030 0.1 -0.2 0.0 0.003
H -3.307 3.097 -5.225 0.0 -0.1 -0.1 0.000
C -3.222 1.348 -3.979 0.3 -0.3 0.1 0.000
H -4.073 1.607 -3.344 0.2 0.1 -0.4 0.000
C -2.519 0.182 -3.676 0.5 0.0 -0.1 0.004
H -2.866 -0.439 -2.852 0.1 0.2 -0.1 0.004
H 0.476 -0.437 -2.783 0.0 -0.3 0.7 0.001
H -0.133 -2.634 -2.936 -0.3 -0.6 -0.2 0.103
C 2.222 -5.795 3.797 0.0 0.0 0.0 0.000
C 1.970 -5.631 2.288 0.3 -0.3 0.3 0.001
C 3.226 -6.088 1.532 0.1 0.1 0.0 0.000
C 0.795 -6.549 1.907 -0.2 0.1 -0.1 0.001
C 1.607 -4.189 1.917 -0.2 -0.5 0.0 0.009
C 1.443 -3.825 0.572 0.0 0.3 0.2 -0.001
C 0.938 -2.572 0.251 -0.4 -0.1 0.7 0.011
N 0.447 -1.735 1.195 0.5 -0.4 0.7 0.000
C 0.718 -2.031 2.506 0.4 -0.9 -1.1 0.008
C 1.335 -3.230 2.893 -0.3 0.7 -0.1 0.000
C 0.318 -1.015 3.473 -0.8 1.9 0.8 0.012
C 0.931 -0.795 4.718 -0.1 -0.2 -0.8 -0.004
C 0.585 0.325 5.497 0.2 0.0 -0.4 0.013
C -0.505 1.103 5.077 0.0 -0.2 -0.3 -0.003
C -1.088 0.836 3.837 0.4 -0.5 0.0 0.016
N -0.628 -0.137 3.010 -0.4 -0.3 1.0 -0.012
C 1.482 0.742 6.664 -0.3 -0.2 0.0 0.002
C 2.788 1.304 6.082 0.0 0.1 -0.3 0.001
C 0.803 1.812 7.519 0.0 0.0 0.1 0.000
C 1.792 -0.490 7.519 -0.1 -0.1 0.1 0.001
H 2.489 -6.840 4.019 -0.1 0.4 -0.1 0.000
H 1.319 -5.553 4.375 0.2 -0.1 -0.1 0.000
H 3.052 -5.157 4.132 -0.2 -0.2 0.0 0.000
H 3.488 -7.116 1.820 -0.1 0.3 -0.1 0.000
H 3.063 -6.068 0.449 0.1 0.0 0.2 0.000
H 4.073 -5.435 1.781 -0.1 -0.2 -0.1 0.000
H -0.107 -6.254 2.461 0.1 -0.1 -0.2 0.000
H 0.583 -6.491 0.833 0.0 -0.1 0.2 0.000
H 1.030 -7.593 2.160 0.0 0.3 -0.1 0.000
H 1.676 -4.524 -0.231 0.0 0.3 0.2 0.000
H 0.883 -2.228 -0.776 -0.2 0.0 0.0 0.002
H 1.530 -3.393 3.961 -0.2 -0.1 -0.7 0.000
H 1.761 -1.461 4.985 -0.4 0.5 0.0 -0.001
H -0.860 1.956 5.670 0.1 -0.5 -0.4 0.000
H -1.919 1.440 3.454 0.5 -0.3 0.2 0.001
H 2.590 2.183 5.455 0.1 -0.1 0.1 0.000
H 3.462 1.607 6.890 -0.1 -0.1 -0.1 0.000
H 3.300 0.557 5.465 0.0 0.1 0.1 0.000
H -0.158 1.452 7.904 0.2 0.1 0.0 0.000
H 1.447 2.059 8.367 -0.1 0.0 -0.1 0.000
H 0.631 2.731 6.949 0.1 -0.1 0.1 0.000
H 0.861 -0.957 7.865 0.2 0.1 0.0 0.000
H 2.361 -1.234 6.952 0.0 0.1 0.2 0.000
H 2.386 -0.198 8.391 -0.1 -0.1 -0.1 0.000

Record 3
90
Properties=species:S:1:pos:R:3:forces:R:3:lowdin_spin:R:1 method="wB97M-V/def2-TZVPD" e_homo_ev="-15.01 / -15.57" spin_multiplicity=3 total_charge=+3
Mo -0.100 0.499 0.038 0.4 0.4 0.8 1.541
C 0.897 4.558 6.047 0.0 0.0 0.0 0.002
C 0.450 3.792 4.839 0.0 0.0 -0.1 0.012
C -0.766 4.079 4.213 0.0 0.0 0.0 -0.003
C -1.150 3.407 3.076 0.1 -0.1 0.0 0.011
C -0.347 2.400 2.529 0.1 0.2 0.1 0.004
N -0.719 1.766 1.353 -0.1 -0.7 -0.3 0.073
C -2.048 1.742 0.873 -0.4 0.4 -0.1 -0.001
C -3.081 1.156 1.631 0.1 0.0 0.0 0.032
C -4.401 1.303 1.274 0.0 0.0 0.0 -0.002
C -4.765 2.027 0.131 0.0 0.0 0.0 0.038
C -6.198 2.182 -0.265 0.0 0.0 0.0 0.007
C -3.753 2.585 -0.650 0.1 0.0 0.0 -0.007
C -2.424 2.461 -0.285 -0.1 0.0 0.1 0.032
N -1.408 3.008 -1.096 0.1 0.1 0.0 0.008
C -1.411 4.110 -1.877 0.0 0.0 -0.1 0.006
C -0.232 4.118 -2.583 0.0 0.1 0.1 0.005
C 0.456 2.979 -2.155 0.0 0.0 -0.1 0.007
N -0.262 2.307 -1.261 -0.1 -0.1 0.0 0.025
C 0.861 2.090 3.158 -0.1 0.1 0.0 0.013
C 1.250 2.798 4.292 -0.1 0.0 0.0 -0.002
N 1.710 1.051 2.667 0.0 -0.1 0.1 0.004
C 2.778 0.544 3.315 0.1 0.0 -0.1 0.024
C 3.345 -0.435 2.532 -0.1 0.0 0.0 0.006
C 2.549 -0.479 1.400 0.1 0.0 0.0 0.020
N 1.555 0.418 1.473 0.0 0.1 -0.1 0.008
H 0.048 4.841 6.666 0.0 0.0 0.0 0.000
H 1.590 3.980 6.655 0.0 0.0 0.0 0.000
H 1.403 5.476 5.743 0.0 0.0 0.0 0.001
H -1.409 4.847 4.621 0.0 0.0 0.0 0.000
H -2.088 3.652 2.594 0.0 0.0 0.0 0.001
H -2.821 0.647 2.549 0.0 0.0 0.0 0.001
H -5.175 0.872 1.896 0.0 0.0 0.0 -0.001
H -6.869 1.883 0.537 0.0 0.0 0.0 0.000
H -6.419 3.214 -0.537 0.0 0.0 0.0 0.001
H -6.419 1.564 -1.139 0.0 0.0 0.0 0.003
H -4.009 3.120 -1.557 0.0 0.0 0.0 -0.001
H -2.235 4.804 -1.866 0.0 0.0 0.0 0.000
H 0.097 4.859 -3.290 0.0 0.0 0.0 0.000
H 1.431 2.628 -2.447 0.0 0.0 0.0 0.000
H 2.195 2.595 4.773 0.0 0.0 0.0 0.000
H 3.076 0.901 4.283 0.0 0.0 0.0 0.001
H 4.213 -1.028 2.759 0.0 0.0 0.0 0.000
H 2.637 -1.114 0.538 0.0 0.0 0.0 0.001
C 0.146 -3.179 0.981 0.0 0.0 0.0 0.008
P -0.750 -1.620 1.238 0.0 -0.2 0.0 0.017
C -0.668 -1.406 3.037 0.0 0.0 0.0 0.001
C -2.458 -1.956 0.731 0.0 0.0 0.0 -0.001
C -3.375 -2.607 1.547 0.0 0.0 0.0 -0.001
C -4.666 -2.844 1.090 0.0 0.0 0.0 -0.001
C -5.041 -2.441 -0.183 0.0 0.0 0.0 0.000
C -4.128 -1.803 -1.012 0.0 0.0 0.0 0.000
C -2.837 -1.555 -0.560 0.0 0.0 0.0 0.002
P -1.587 -0.744 -1.585 -0.1 -0.1 -0.1 0.004
C -0.719 -2.048 -2.512 0.0 0.0 0.0 0.001
C -2.429 0.176 -2.897 0.0 0.0 0.0 0.000
H -0.235 -3.917 1.690 0.0 0.0 0.0 0.001
H 1.213 -3.047 1.156 0.0 0.0 0.0 0.000
H -0.017 -3.561 -0.026 0.0 0.0 0.0 0.000
H -1.193 -2.214 3.548 0.0 0.0 0.0 0.000
H -1.068 -0.446 3.356 0.0 0.0 0.0 0.000
H 0.385 -1.455 3.324 0.0 0.0 0.0 0.000
H -3.101 -2.933 2.542 0.0 0.0 0.0 0.000
H -5.377 -3.348 1.729 0.0 0.0 0.0 0.000
H -6.045 -2.632 -0.536 0.0 0.0 0.0 0.000
H -4.434 -1.504 -2.007 0.0 0.0 0.0 0.000
H -1.440 -2.797 -2.842 0.0 0.0 0.0 0.000
H 0.052 -2.527 -1.911 0.0 0.0 0.0 0.000
H -0.252 -1.599 -3.390 0.0 0.0 0.0 0.000
H -2.867 -0.523 -3.613 0.0 0.0 0.0 0.000
H -1.699 0.794 -3.420 0.0 0.0 0.0 0.000
H -3.212 0.809 -2.487 0.0 0.0 0.0 0.000
N 1.427 -0.026 -1.303 0.3 -0.1 -0.4 0.022
C 2.320 -0.205 -2.034 -0.1 0.1 0.1 0.040
N 3.300 -0.393 -2.835 0.1 0.0 0.0 0.028
C 4.505 0.483 -2.808 0.0 0.0 0.0 0.003
C 5.750 -0.369 -2.630 0.0 0.0 0.0 0.001
C 5.814 -1.467 -3.687 0.0 0.0 0.0 0.000
C 4.566 -2.344 -3.635 0.0 0.0 0.0 0.001
C 3.307 -1.513 -3.816 0.0 0.0 0.0 0.003
H 4.376 1.207 -2.004 0.0 0.0 0.0 0.000
H 4.525 1.016 -3.761 0.0 0.0 0.0 0.001
H 5.748 -0.808 -1.628 0.0 0.0 0.0 0.000
H 6.622 0.283 -2.693 0.0 0.0 0.0 0.000
H 6.703 -2.078 -3.536 0.0 0.0 0.0 0.000
H 5.908 -1.019 -4.680 0.0 0.0 0.0 0.000
H 4.517 -2.875 -2.681 0.0 0.0 0.0 0.000
H 4.590 -3.099 -4.421 0.0 0.0 0.0 0.000
H 2.399 -2.096 -3.667 0.0 0.0 0.0 0.000
H 3.271 -1.061 -4.810 0.0 0.0 0.0 0.001